# 1
A structure of composition C18H21MoN2O4S, computed with the ωB97M-V functional and the def2-TZVPD basis.

Summary:
Net charge: +3
DFT total energy in eV: -42835.9110

XYZ file:
```
47
Properties=species:S:1:pos:R:3:forces:R:3
Mo 1.1704 0.1420 0.0412 0.1 0.5 0.0
C 3.2241 -0.7291 -1.2918 0.0 0.2 0.2
N 3.3115 -0.0286 0.0068 0.0 0.0 -0.1
C 4.2057 1.1665 -0.0149 0.0 0.0 0.0
C 3.6209 -0.9478 1.1517 0.0 0.0 -0.2
C 2.7929 -0.4676 2.3023 0.1 0.0 0.1
C 3.1331 -0.6390 3.6203 0.0 0.0 -0.1
C 2.2636 -0.1849 4.6178 0.0 0.0 0.0
C 1.0482 0.4358 4.3051 0.0 0.0 0.0
C 0.6847 0.6133 2.9943 0.0 0.0 0.1
C 1.5477 0.1549 1.9591 0.0 0.0 0.1
H 4.0734 -1.4050 -1.4359 -0.1 -0.1 -0.1
H 3.1678 -0.0144 -2.1138 0.0 0.0 0.0
H 2.3421 -1.4261 -1.3044 0.0 0.0 0.0
H 5.2270 0.8364 -0.2054 0.0 0.0 0.0
H 4.1448 1.6567 0.9546 0.0 0.0 0.0
H 3.8776 1.8473 -0.7958 0.0 0.0 0.0
H 4.6964 -0.9522 1.3360 0.0 0.0 0.1
H 3.3355 -1.9690 0.8755 0.0 0.0 0.0
H 4.0693 -1.1105 3.8931 0.0 0.0 0.0
H 2.5404 -0.3108 5.6578 0.0 0.0 0.0
H 0.3995 0.7760 5.1013 0.0 0.0 0.0
H -0.2586 1.0861 2.7640 0.0 0.0 0.0
C -5.5828 -1.2140 -3.9335 0.0 0.0 0.0
C -4.5648 -0.9869 -2.8737 0.0 0.0 0.0
C -4.9156 -1.0145 -1.5166 0.0 0.0 0.0
C -3.9709 -0.8447 -0.5342 0.1 0.0 0.1
C -2.6256 -0.6460 -0.9173 -0.2 0.0 0.0
C -2.2481 -0.6033 -2.2778 0.2 0.0 0.0
C -3.2140 -0.7695 -3.2301 -0.1 0.0 0.0
S -1.5040 -0.5096 0.3179 0.1 -0.3 -0.3
O -1.9695 -0.7402 1.6287 -0.1 0.0 0.0
O -0.1827 -1.2858 -0.0503 -0.2 -0.1 0.0
N -0.5831 0.8911 0.2342 0.1 0.2 0.1
C -0.9080 2.2893 0.1017 0.0 -0.1 0.0
C 0.3746 2.9364 -0.4125 0.3 0.0 -0.2
O 0.6265 4.0354 -0.6796 -0.1 0.0 0.0
O 1.3974 1.8867 -0.5117 -0.2 -0.4 0.1
H -6.5945 -1.0586 -3.5677 0.0 0.0 0.0
H -5.5026 -2.2517 -4.2750 0.0 0.0 0.0
H -5.4015 -0.5776 -4.7991 0.0 0.0 0.0
H -5.9473 -1.1794 -1.2358 0.0 0.0 0.0
H -4.2444 -0.8800 0.5123 0.0 0.0 0.0
H -1.2157 -0.4591 -2.5744 0.0 0.0 0.0
H -2.9449 -0.7463 -4.2780 0.0 0.0 0.0
H -1.1677 2.7535 1.0574 0.0 0.0 0.0
H -1.7287 2.4447 -0.6039 0.0 0.1 0.0
```
Positions in Å, forces in eV/Å.



# 2
A structure of composition C18H21N3O5, computed with the ωB97M-V functional and the def2-TZVPD basis.

Summary:
DFT total energy in eV: -33694.8112

XYZ file:
```
47
Properties=species:S:1:pos:R:3:forces:R:3
C 0.2811 -4.2954 -1.3087 -2.4 -3.0 -3.6
H -0.0618 -3.8035 -2.2549 0.8 0.2 0.7
O -0.8741 -4.6504 -0.6062 -2.7 4.4 2.4
C -1.5983 -3.4127 -0.1065 4.4 0.6 -3.9
C -1.3611 -2.0079 -0.3517 6.3 -1.8 -1.6
C -1.8969 -0.9225 0.3432 -1.3 -1.9 -0.3
C -3.0016 -1.1736 1.2075 6.2 -13.3 -7.5
C -3.4446 -2.6140 1.0853 -0.5 3.4 2.9
C -2.6993 -3.6330 0.5364 -4.4 -2.6 3.4
O -3.1353 -4.9903 0.7181 1.2 2.7 -5.3
C -3.2681 -5.5629 1.8762 -9.4 1.8 3.2
C -2.1730 -5.9162 2.6374 -2.5 -2.7 10.7
O -2.5579 -6.1456 3.9385 3.0 0.7 -5.7
N -1.0313 -6.1080 2.0928 -12.5 3.8 -6.3
H -0.3300 -6.3268 2.4409 14.4 -4.6 7.9
H -1.0288 -5.7427 1.2139 0.7 0.8 -3.4
H -4.1795 -6.3597 1.8410 2.8 1.2 -0.1
H -4.0574 -4.7762 2.6326 2.6 -2.0 -1.6
H -4.2972 -2.9728 1.7025 0.5 0.6 -0.6
H -3.4850 -0.5098 1.5509 -6.7 8.7 5.1
C -1.5287 0.4105 0.0278 2.3 4.5 2.3
C -0.2786 0.9918 -0.4734 -5.2 -5.7 -1.1
C 0.6309 0.1992 -1.2723 -8.7 5.1 6.4
N 1.4919 -0.2174 -1.7689 9.2 -4.8 -5.8
C -0.3424 2.3506 -0.7993 -12.9 -0.3 11.4
O -1.2329 3.0270 0.0463 1.1 -1.7 -3.3
N 0.5293 3.0290 -1.1116 17.6 3.4 -8.4
H 1.5128 2.2345 -1.6055 -3.3 3.2 1.6
C 1.0464 4.4445 -1.0529 -7.9 -2.5 -7.4
H 0.1238 4.8629 -0.6217 0.7 1.0 -0.2
H 1.2134 4.6466 -2.2583 -0.8 0.2 2.7
C 2.1965 4.6504 -0.4269 5.5 -0.2 10.5
H 2.1304 4.1484 0.6971 -0.9 1.7 -2.0
C 2.5298 6.1858 -0.2432 5.4 -5.8 3.0
H 2.3822 6.6039 0.7268 -0.3 0.4 0.1
H 2.2268 6.5185 -1.0578 -4.5 4.5 -6.4
C 4.0417 6.0798 -0.7553 2.6 2.1 8.4
H 4.5730 7.0032 -0.8897 -0.5 0.7 -2.0
C 4.2873 4.8524 -1.4784 3.2 -4.1 7.9
H 5.4274 4.4577 -1.4746 -2.9 0.7 0.5
O 3.3383 3.8864 -0.6903 2.5 1.6 -4.4
H 4.1470 5.1635 -2.3474 -2.4 0.6 -8.6
H 4.7396 6.0914 0.3228 -1.9 -1.0 -2.1
H -2.2342 1.1968 0.6762 2.2 -1.6 -2.5
H -0.1941 -1.7849 -0.9632 -4.2 -0.7 1.7
H 0.4828 -5.3486 -1.6448 1.4 1.2 0.2
H 0.9598 -3.7599 -0.7506 1.8 0.9 1.1
```
Positions in Å, forces in eV/Å.



# 3
A cluster of 2 separate species, C18H21N5O4 in total, computed with the ωB97M-V functional and the def2-TZVPD basis.

Summary:
DFT total energy in eV: -34637.9111

XYZ file:
```
48
Properties=species:S:1:pos:R:3:forces:R:3
N 1.9853 -1.7070 2.2899 -2.3 -0.4 -0.9
C 0.9032 -1.9273 1.8997 1.9 0.4 0.6
C -0.4218 -2.2166 1.4106 -1.2 1.1 0.0
C -1.4200 -1.2134 1.4371 0.9 -0.4 1.4
C -2.7374 -1.6120 1.1486 -1.5 0.4 0.3
N -3.9400 -1.0132 1.5202 0.6 -0.6 -0.1
O -4.2354 0.0482 2.0527 0.3 -1.2 -0.6
O -4.9582 -1.9684 1.2294 1.1 0.9 -0.1
N -4.4246 -3.1127 0.6935 2.2 0.8 0.1
C -3.0780 -2.8861 0.6643 -2.0 -1.7 0.0
C -2.0166 -3.8512 0.4654 1.1 1.1 0.5
N -2.2177 -5.1569 -0.1168 0.2 -2.6 -0.9
O -3.3142 -5.4989 -0.5975 1.8 1.4 1.1
O -1.2166 -5.9166 -0.1234 -1.7 1.4 0.1
C -0.7307 -3.5087 0.9152 -1.1 -0.6 -0.7
H -1.2706 -0.2500 1.9277 0.1 -0.6 -0.2
H 0.0577 -4.2632 0.8784 -0.4 0.2 -0.1
C 3.7077 0.8107 -2.8393 0.0 0.0 0.0
C 3.5509 2.1421 -2.1178 -0.2 -0.1 -0.1
C 2.7341 2.0092 -0.8358 0.5 -0.1 0.4
N 1.4954 1.2500 -0.9844 0.5 -0.2 -0.2
C 0.5378 1.3617 -0.0199 -1.5 0.2 -0.2
C -0.7327 0.8083 -0.1141 1.6 0.3 -0.7
C -1.8959 1.6215 0.3329 -0.7 0.0 0.7
C -1.6304 2.4506 1.6106 -0.3 0.3 0.0
C -0.2452 2.2218 2.2057 -0.1 -0.1 -0.1
C 0.8386 2.2945 1.1332 -0.3 0.4 0.1
C 1.4638 0.0817 -1.8501 0.2 -0.4 -0.2
C 2.3456 0.1838 -3.0997 -0.2 0.2 0.0
H 4.2232 0.9704 -3.7896 0.1 -0.1 0.1
H 4.3230 0.1329 -2.2350 0.0 0.0 0.0
H 4.5305 2.5499 -1.8492 -0.1 0.0 0.0
H 3.0677 2.8737 -2.7795 0.0 -0.2 0.0
H 3.3663 1.5510 -0.0504 -0.1 0.1 -0.2
H 2.5011 3.0309 -0.5040 0.0 -0.4 0.0
H -0.9465 0.0343 -0.8526 0.1 0.4 0.0
H -2.2227 2.3247 -0.4551 0.2 -0.4 0.1
H -2.7565 0.9689 0.5032 0.0 0.2 -0.1
H -1.7384 3.5116 1.3472 0.1 -0.1 0.2
H -2.4065 2.2283 2.3544 0.2 0.1 -0.1
H -0.0474 2.9634 2.9887 0.0 -0.2 -0.1
H -0.2009 1.2355 2.6812 0.1 0.1 0.1
H 1.8121 2.0590 1.5922 -0.2 0.0 -0.3
H 0.9025 3.3336 0.7684 0.0 -0.2 0.1
H 1.7478 -0.8240 -1.2769 -0.1 0.3 -0.1
H 0.4361 -0.0731 -2.1981 0.2 0.1 0.2
H 1.8110 0.7727 -3.8572 0.1 0.0 0.1
H 2.4633 -0.8254 -3.5041 -0.1 0.1 0.0
```
Positions in Å, forces in eV/Å.



# 4
The molecule C18H21N5OS, computed with the ωB97M-V functional and the def2-TZVPD basis.

Summary:
SMILES: C=CCn1c2ccccc2c2nnc(SCCN3CCOCC3)nc21
DFT total energy in eV: -39338.6066

XYZ file:
```
46
Properties=species:S:1:pos:R:3:forces:R:3
C 4.4905 2.6816 -1.2557 0.0 0.0 -0.1
C 4.1662 3.0666 -0.0369 -0.1 0.0 0.2
C 3.4735 2.2208 0.9946 0.0 0.2 0.0
N 3.2543 0.8615 0.5806 0.0 0.2 0.1
C 2.0649 0.3518 0.2001 -1.0 -0.7 -0.3
N 0.8959 0.9586 0.1791 0.3 0.1 0.1
C -0.0894 0.1559 -0.2492 0.3 0.1 0.0
N 0.0200 -1.1153 -0.6239 -0.8 0.0 -0.2
N 1.1788 -1.7169 -0.5937 1.2 -0.4 0.1
C 2.2203 -1.0215 -0.1901 -0.5 0.9 0.1
C 3.6129 -1.3230 -0.0285 0.4 0.0 0.1
C 4.3788 -2.4604 -0.2389 0.0 0.2 0.1
C 5.7342 -2.3928 0.0233 0.0 -0.2 0.0
C 6.3191 -1.2167 0.4842 0.0 0.1 0.0
C 5.5726 -0.0708 0.6998 0.0 0.1 0.0
C 4.2139 -0.1309 0.4424 0.2 -0.7 -0.1
H 6.0373 0.8387 1.0473 0.1 0.1 0.0
H 7.3814 -1.1955 0.6762 0.1 0.0 0.0
H 6.3530 -3.2634 -0.1324 0.1 -0.1 0.0
H 3.9147 -3.3650 -0.5983 0.0 -0.1 0.0
S -1.6676 0.8788 -0.3138 -0.5 0.0 0.0
C -2.6313 -0.5351 -0.9592 0.1 0.3 0.0
C -4.0995 -0.1400 -1.0667 0.3 0.0 0.1
N -4.6383 0.1405 0.2495 0.0 0.1 0.0
C -5.6018 1.2225 0.3240 -0.4 -0.1 -0.1
C -6.9944 0.7942 -0.1560 0.2 0.3 0.0
O -7.4607 -0.3171 0.5814 0.0 0.0 0.1
C -6.5672 -1.4058 0.4801 0.3 -0.1 0.1
C -5.1573 -1.0208 0.9519 -0.3 -0.1 0.0
H -4.4775 -1.8631 0.8186 0.0 0.0 0.1
H -5.1977 -0.7675 2.0156 0.0 -0.1 0.0
H -6.9824 -2.1972 1.1061 0.1 0.0 -0.1
H -6.5335 -1.7594 -0.5634 0.0 0.0 0.1
H -7.7251 1.5890 0.0018 0.0 0.0 -0.1
H -6.9616 0.5427 -1.2287 0.0 0.0 0.1
H -5.2397 2.0714 -0.2572 0.0 0.1 0.0
H -5.6698 1.5224 1.3743 -0.1 0.1 0.0
H -4.1740 0.7626 -1.6777 -0.1 0.0 -0.1
H -4.6318 -0.9490 -1.5910 0.0 0.1 0.0
H -2.2175 -0.7995 -1.9308 0.0 -0.1 0.0
H -2.4839 -1.3632 -0.2696 0.0 -0.1 -0.1
H 4.0578 2.2257 1.9233 -0.1 0.0 0.0
H 2.4872 2.6479 1.2065 0.1 -0.1 0.1
H 4.3843 4.0700 0.3032 0.1 0.2 0.0
H 4.9803 3.3469 -1.9449 0.1 0.2 -0.1
H 4.2824 1.6901 -1.6228 -0.1 -0.2 0.0
```
Positions in Å, forces in eV/Å.



# 5
The molecule C18H21N7O, computed with the ωB97M-V functional and the def2-TZVPD basis.

Summary:
SMILES: O=C1CC(Nc2ccccc2Nc2ccc(N3CCCCC3)nn2)=NN1
DFT total energy in eV: -31483.3705

XYZ file:
```
47
Properties=species:S:1:pos:R:3:forces:R:3
O -5.7678 -1.2879 0.7854 0.8 0.1 0.3
N -2.9365 -1.0052 2.7291 0.7 -1.0 -1.0
N 2.4387 0.0392 1.1505 -1.4 0.6 -1.1
N 2.5203 1.2096 0.4725 -0.6 -0.3 0.0
C -4.6795 -1.4375 1.3276 -2.6 0.3 -0.6
C -2.6201 -1.9863 1.9244 1.1 0.5 1.5
C 1.4361 -0.8355 0.8475 2.6 1.3 1.0
C 1.6068 1.5531 -0.4632 0.1 -0.4 -0.3
C 0.6002 -0.5984 -0.1996 -1.6 0.6 -1.7
C 0.6179 0.6319 -0.8363 -0.7 -1.3 0.0
C -0.4230 -5.5582 0.5623 2.6 1.2 -0.6
C 0.9866 -5.3984 0.3906 -0.9 0.5 0.4
C -1.2065 -4.5073 1.0125 0.1 -2.0 -1.0
C 1.5796 -4.1749 0.7249 -1.1 -0.9 0.3
C -0.6091 -3.3285 1.3281 0.5 1.6 1.6
C 0.7853 -3.1488 1.2318 0.4 -0.6 -0.6
N -4.2091 -0.6972 2.3745 -2.3 -0.4 -1.3
N -1.3212 -2.3341 1.9967 1.1 0.1 0.0
N 1.4050 -1.9535 1.6472 0.0 -0.1 0.9
N 1.6306 2.7797 -1.1202 0.5 1.1 0.9
C -3.6806 -2.5209 1.0044 1.0 1.7 1.6
C 1.3472 2.9136 -2.5575 0.6 0.3 0.2
C 2.3571 3.9604 -0.5284 -0.1 -1.0 -1.2
C 0.5897 4.2094 -2.8554 0.0 -0.2 0.7
C 1.5499 5.2191 -0.7451 -0.4 0.2 -0.9
C 1.2834 5.4457 -2.2677 -0.9 -0.8 1.2
H -0.1269 -1.3332 -0.5530 0.2 0.1 0.4
H -0.1900 0.7801 -1.5920 1.1 0.3 0.6
H -0.8247 -6.4765 0.2630 -0.8 -1.2 -0.2
H 1.6401 -6.1850 0.0215 -0.4 -0.1 0.1
H -2.2589 -4.7132 1.1070 -0.1 0.3 0.2
H 2.6522 -4.0815 0.6947 0.2 0.3 -0.2
H -4.7118 0.1420 2.5963 0.4 0.2 0.5
H -0.8079 -1.6914 2.6064 0.1 -0.4 -0.5
H 2.2083 -2.0277 2.2755 -0.4 0.0 -0.5
H -4.0309 -3.4851 1.3142 -0.3 -0.5 0.0
H -3.3483 -2.4966 -0.0075 0.0 -0.2 -0.9
H 0.7438 2.0812 -2.9254 0.3 0.0 0.1
H 2.3153 2.9466 -3.1083 -0.4 -0.2 0.1
H 3.3260 4.0762 -1.0371 0.1 -0.2 0.2
H 2.5249 3.8082 0.5234 0.1 -0.4 0.3
H -0.4204 4.0699 -2.4328 0.2 0.4 -0.1
H 0.5046 4.3202 -3.9238 -0.2 0.0 -0.5
H 2.0842 6.0920 -0.3410 -0.2 -0.3 0.1
H 0.5967 5.0562 -0.2174 0.2 0.4 -0.1
H 0.6383 6.3075 -2.4095 0.0 0.2 0.0
H 2.2043 5.6211 -2.7912 0.6 0.1 -0.2
```
Positions in Å, forces in eV/Å.



Q: Which largest force on an atom values were calculated for the entries above? A: 0.0101, 0.3848, 0.0545, 0.0244, 0.0596, in Eh/bohr.